[1]
C15H50O10 | wB97M-V/def2-TZVPD

Positions of all 75 atoms, in Å:
C1 1.2270 -18.5961 22.2734
C2 0.1954 -18.2253 21.2631
O1 -0.2144 -16.9205 21.4733
H1 0.6308 -19.0014 23.0910
H2 1.9010 -17.7864 22.5530
H3 1.7716 -19.4211 21.8142
H4 -0.6809 -18.8714 21.3167
H5 0.5101 -18.2956 20.2219
H6 -0.9095 -16.7415 20.8358
C3 5.0836 -27.5480 24.3966
C4 5.8447 -28.5871 25.2332
O2 5.8605 -28.2014 26.5776
H7 5.2205 -27.6706 23.3223
H8 5.4806 -26.5450 24.5531
H9 4.0172 -27.4624 24.6053
H10 6.8741 -28.6387 24.8785
H11 5.3563 -29.5503 25.0856
H12 6.5758 -27.5758 26.7139
C5 2.9831 -24.8301 29.4262
C6 1.5457 -24.3272 29.7241
O3 0.8823 -25.2929 30.5179
H13 3.3707 -24.3707 28.5169
H14 2.8609 -25.8938 29.2218
H15 3.7082 -24.5662 30.1961
H16 1.0029 -24.0569 28.8183
H17 1.6668 -23.4651 30.3800
H18 0.0852 -24.9442 30.9237
C7 11.1168 -19.5574 25.1841
C8 12.0616 -19.6099 26.4004
O4 12.8816 -18.4359 26.4589
H19 11.6576 -19.3298 24.2655
H20 10.3599 -18.7900 25.3466
H21 10.5975 -20.5020 25.0223
H22 12.6324 -20.5385 26.3970
H23 11.4256 -19.7015 27.2809
H24 12.7184 -18.0825 27.3365
C9 5.6965 -20.6500 25.3555
C10 5.2601 -21.9205 24.7163
O5 5.7319 -21.9641 23.3506
H25 5.5174 -20.6874 26.4300
H26 5.1126 -19.7942 25.0166
H27 6.7511 -20.4586 25.1572
H28 4.1746 -21.9583 24.6249
H29 5.5716 -22.8563 25.1802
H30 5.1902 -22.5525 22.8196
C11 8.7092 -23.8593 27.7463
O6 8.5472 -25.2368 27.2655
H31 9.4804 -23.8758 28.5165
H32 9.0898 -23.2805 26.9048
H33 7.7880 -23.3580 28.0431
H34 9.4393 -25.4931 27.0205
C12 5.8787 -19.3449 19.6064
O7 6.3167 -19.1352 20.8958
H35 6.4027 -20.1280 19.0585
H36 4.7944 -19.3082 19.5004
H37 6.0800 -18.4429 19.0284
H38 6.0889 -19.8408 21.5056
C13 4.6681 -20.3972 32.2974
O8 4.9539 -19.7241 31.0881
H39 3.7944 -19.9428 32.7645
H40 4.4528 -21.4597 32.1839
H41 5.4964 -20.2951 32.9986
H42 4.1371 -19.6041 30.5981
C14 10.0050 -22.8448 20.7015
O9 9.4328 -23.5723 21.7619
H43 10.7233 -23.5960 20.3731
H44 9.3782 -22.4620 19.8960
H45 10.5493 -21.9830 21.0878
H46 8.6041 -23.1434 21.9874
C15 4.2095 -25.9202 19.3919
O10 4.1342 -24.7043 18.8199
H47 3.9037 -26.7071 18.7025
H48 5.2293 -26.1448 19.7045
H49 3.6111 -25.8802 20.3021
H50 3.2204 -24.4654 18.6481

Forces on atoms 1 to 3 (eV/Å):
C -0.39 -1.06 -0.27
C -0.39 -0.09 -1.25
O -0.61 1.56 0.39

Calculated values
* SMILES: CCO.CCO.CCO.CCO.CCO.CO.CO.CO.CO.CO
* F_max: 3.3 eV/Å
* HOMO energy: -0.371 hartree

Here are the Mulliken charges for atoms 1 to 5, given in e: -0.8738 -0.2702 -0.5172 0.2751 0.3072

[2]
C15H51O18P3 | wB97M-V/def2-TZVPD

Positions of all 87 atoms, in Å:
C1 3.3994 -10.7476 -15.1417
O1 1.9934 -10.5386 -15.1504
H1 3.9401 -9.8034 -15.1681
H2 3.7715 -11.3236 -14.2901
H3 3.6777 -11.3087 -16.0381
H4 1.6919 -10.6463 -14.2393
C2 0.7365 -14.2369 -7.8315
O2 1.9325 -14.5530 -8.5131
H5 0.2300 -15.1100 -7.4175
H6 1.0077 -13.5533 -7.0225
H7 0.0614 -13.6442 -8.4620
H8 1.7001 -15.0710 -9.2939
C3 -0.0672 -13.7967 -14.7754
O3 -0.7684 -12.6977 -14.2205
H9 0.1443 -14.5088 -13.9788
H10 -0.6064 -14.2696 -15.5958
H11 0.9160 -13.4984 -15.1636
H12 -1.1142 -12.1595 -14.9391
C4 1.2746 -11.8072 -11.6092
O4 0.7957 -10.8864 -12.5829
H13 1.6666 -12.7153 -12.0672
H14 2.0964 -11.3087 -11.0895
H15 0.5341 -12.0029 -10.8311
H16 0.0900 -11.2956 -13.0971
C5 1.4088 -17.4064 -10.5975
O5 1.0599 -16.0218 -10.8295
H17 0.5175 -18.0264 -10.5544
H18 2.0818 -17.7689 -11.3775
H19 1.9667 -17.4326 -9.6660
H20 0.3386 -16.0012 -11.4615
C6 -3.1563 -12.8240 -11.8255
O6 -1.8218 -13.2340 -11.6716
H21 -3.8171 -13.6393 -12.1465
H22 -3.5492 -12.4455 -10.8804
H23 -3.2551 -12.0015 -12.5485
H24 -1.3878 -13.1595 -12.5282
C7 -5.3401 -9.4741 -12.0667
O7 -5.4327 -9.0644 -10.7131
P1 -4.1293 -8.7245 -9.8989
O8 -3.5554 -7.4067 -10.0528
O9 -4.6152 -9.0427 -8.4383
C8 -5.0768 -10.3350 -8.0797
O10 -3.1180 -9.8960 -10.2463
C9 -1.9304 -9.6338 -11.0100
H25 -6.2342 -9.1509 -12.5934
H26 -5.2429 -10.5574 -12.1519
H27 -4.4838 -9.0168 -12.5748
H28 -4.5126 -11.1213 -8.5882
H29 -6.1441 -10.4415 -8.2585
H30 -4.8719 -10.4864 -7.0186
H31 -1.1637 -10.3470 -10.7313
H32 -1.5879 -8.6184 -10.8192
H33 -2.1412 -9.7416 -12.0764
C10 7.3821 -11.0907 -15.0107
O11 6.3846 -10.2131 -14.4842
P2 6.5643 -9.6831 -12.9937
O12 7.8877 -9.1417 -12.7108
O13 5.3640 -8.6583 -12.8558
C11 5.2845 -7.5486 -13.7502
O14 6.0382 -10.8842 -12.1208
C12 5.4201 -10.7294 -10.8350
H34 7.5474 -10.8760 -16.0622
H35 7.0559 -12.1297 -14.9115
H36 8.3237 -11.0039 -14.4660
H37 4.6911 -7.8013 -14.6275
H38 6.2772 -7.2195 -14.0637
H39 4.8069 -6.7200 -13.2318
H40 5.3050 -9.6780 -10.5696
H41 6.0143 -11.2450 -10.0904
H42 4.4087 -11.1275 -10.9081
C13 -0.6468 -10.7940 -7.6829
O15 -0.7873 -9.4247 -8.0645
P3 0.4339 -8.4064 -7.9092
O16 1.6611 -8.9854 -7.3713
O17 0.5268 -7.7482 -9.3459
C14 1.2143 -8.4612 -10.3867
O18 -0.1717 -7.2479 -7.0628
C15 -1.4036 -6.6684 -7.5393
H43 0.3162 -10.9730 -7.1993
H44 -0.6641 -11.4106 -8.5796
H45 -1.4210 -11.0564 -6.9665
H46 0.5695 -8.4972 -11.2662
H47 1.4079 -9.4945 -10.0968
H48 2.1306 -7.9361 -10.6371
H49 -1.2661 -5.5904 -7.5944
H50 -2.2384 -6.9254 -6.8929
H51 -1.6569 -7.0017 -8.5448

Forces on atoms 1 to 3 (eV/Å):
C 0.13 -0.07 -0.44
O 0.20 -0.34 0.10
H -0.01 0.06 0.06

Calculated values
* SMILES: COP(=O)(OC)OC.COP(=O)(OC)OC.COP(=O)(OC)OC.CO.CO.CO.CO.CO.CO
* F_max: 1.1 eV/Å
* HOMO energy: -0.368 hartree

Here are the Mulliken charges for atoms 1 to 5, given in e: -0.3419 -0.5583 -0.0156 0.2124 0.3482

- Which value of HOMO energy does entry 2 give?
  -0.368 hartree

- Among the records above, which one has the lowest HOMO energy?
  C15H50O10

- Among the records above, which one has the lowest HOMO energy?
  C15H50O10